[1]
Entry from OMol25: a molecular structure, C18H13ClF10N3Pd at a distorted geometry (ωB97M-V/def2-TZVPD).

Geometry as ORCA input:
```
! wB97M-V def2-TZVPD RIJCOSX def2/J DEFGRID3
* xyz 1 5
Pd 1.3887 0.4523 -0.5872
C 1.9409 -0.6296 -3.3741
N 0.7263 -0.5437 -2.5717
C -0.2424 0.3875 -3.1615
C -1.3168 0.8401 -2.1681
N -0.6920 1.3163 -0.9607
C -1.3946 1.8396 0.0343
C -2.8091 2.0424 0.0760
F -3.5795 1.5344 -0.8958
C -3.4195 2.7794 1.0759
F -4.7285 2.9862 1.0407
C -2.6665 3.2968 2.1339
F -3.2315 4.0332 3.0759
C -1.2972 3.0061 2.2042
F -0.5978 3.4144 3.2534
C -0.6988 2.2859 1.1961
F 0.6267 1.9766 1.2754
C 0.2022 -1.8882 -2.2813
C -0.3845 -2.0375 -0.8673
N 0.5205 -1.4537 0.0883
C 0.5062 -1.7860 1.3753
C -0.4249 -2.6469 2.0301
F -1.5301 -3.0509 1.3849
C -0.2447 -3.0640 3.3379
F -1.1327 -3.8837 3.8843
C 0.8466 -2.6141 4.0918
F 1.0393 -3.0536 5.3248
C 1.7242 -1.6785 3.5232
F 2.7285 -1.1811 4.2307
C 1.5339 -1.2733 2.2198
F 2.3580 -0.3451 1.6633
H 1.7636 -1.2029 -4.2902
H 2.2784 0.3686 -3.6534
H 2.7208 -1.1344 -2.7975
H 0.3066 1.2726 -3.4979
H -0.7323 -0.0683 -4.0315
H -1.8966 1.6489 -2.6344
H -2.0264 0.0291 -1.9621
H -0.5539 -2.1747 -3.0244
H 1.0361 -2.5935 -2.3539
H -1.3764 -1.5771 -0.7814
H -0.5264 -3.1087 -0.6795
Cl 2.7241 2.4324 -1.7621
C 3.2256 1.6377 -0.3147
H 3.1307 2.2838 0.5540
H 4.1751 1.1253 -0.4237
*
```

Output
Largest force on an atom = 0.0288 Eh/bohr
Expectation value of S² = 6.0984
LUMO energy (spin up / spin down) = -0.09845 / -0.20486 Ha
Orbital gap (spin up / spin down) = 8.451 / 5.871 eV

***

[2]
Entry from OMol25: C18H13ClFN3OS in the gas phase (ωB97M-V/def2-TZVPD).

Geometry as ORCA input:
```
! wB97M-V def2-TZVPD RIJCOSX def2/J DEFGRID3
* xyz 0 1
C 2.7150 2.1525 -2.7558
C 2.1821 1.1447 -1.7963
N 2.0721 -0.1108 -2.2097
C 1.6059 -1.0216 -1.3626
N 1.2089 -0.7659 -0.1242
C 1.3009 0.4729 0.3111
C 1.8066 1.4930 -0.4988
Cl 1.9340 3.0985 0.1034
S 0.7805 0.8062 1.9469
C -0.0135 -0.7824 2.3355
C -1.3561 -0.9398 1.6443
O -1.6557 -1.9768 1.1063
C -2.2668 0.2324 1.6551
C -2.2497 1.2015 2.6573
C -3.1320 2.2636 2.6148
C -4.0238 2.3527 1.5593
C -4.0685 1.4018 0.5540
C -3.1901 0.3389 0.6143
H -3.1967 -0.4256 -0.1480
H -4.7811 1.5017 -0.2493
F -4.8769 3.3922 1.5137
H -3.1363 3.0199 3.3836
H -1.5613 1.1268 3.4841
H 0.6480 -1.5855 2.0098
H -0.1352 -0.8003 3.4188
C 1.5193 -2.4138 -1.8189
N 1.3015 -3.3378 -0.8885
C 1.2084 -4.5951 -1.2666
C 1.3305 -5.0104 -2.5872
C 1.5679 -4.0486 -3.5569
C 1.6652 -2.7232 -3.1715
H 1.8473 -1.9310 -3.8790
H 1.6746 -4.3275 -4.5956
H 1.2453 -6.0545 -2.8457
H 1.0287 -5.3070 -0.4717
H 3.6200 2.6045 -2.3539
H 1.9852 2.9461 -2.9057
H 2.9351 1.6702 -3.7027
*
```

Output
Structure (SMILES) = Cc1nc(-c2ccccn2)nc(SCC(=O)c2ccc(F)cc2)c1Cl
ΔE to the lowest compared entry with this formula, charge and spin = 0.1922 eV
Largest force on an atom = 0.0172 Eh/bohr
LUMO energy = 0.00184 Ha
Orbital gap = 8.710 eV

***

[3]
Entry from OMol25: a molecular structure, C18H13ClILaN4OS at a distorted geometry (ωB97M-V/def2-TZVPD).

Geometry as ORCA input:
```
! wB97M-V def2-TZVPD RIJCOSX def2/J DEFGRID3
* xyz 2 1
La 1.3542 -1.2475 0.6781
C 4.7464 1.5154 -2.2827
N 3.4380 1.9390 -1.7655
C 2.6062 2.8430 -2.4048
C 1.5254 3.0098 -1.6322
N 1.6883 2.1862 -0.5165
C 2.8848 1.5282 -0.6179
S 3.6328 0.4318 0.4667
C 0.8058 2.2603 0.6061
C 0.2124 3.4749 0.9032
C -0.7288 3.5200 1.9171
C -1.0185 2.3651 2.6294
C -0.3180 1.2264 2.3045
N 0.5638 1.1535 1.2968
H 4.7416 1.6582 -3.3586
H 4.9009 0.4677 -2.0459
H 5.5297 2.1146 -1.8247
H 2.8584 3.2720 -3.3586
H 0.6389 3.5970 -1.7848
H 0.4895 4.3690 0.3642
H -1.2219 4.4536 2.1540
H -1.7403 2.3526 3.4326
H -0.4844 0.3145 2.8733
Cl -5.3883 -3.1173 0.0613
C -3.8103 -2.4621 -0.1423
C -3.6594 -1.2266 -0.6999
C -2.3686 -0.6912 -0.9074
I -2.2249 1.1692 -1.8123
C -1.2507 -1.3862 -0.5467
O 0.0181 -0.9309 -0.8197
C -1.3980 -2.6480 0.1024
N -0.2615 -3.2931 0.5446
C -0.3817 -4.5067 1.0486
C -1.6077 -5.1719 1.1781
C -2.7460 -4.5157 0.8108
C -2.6763 -3.2112 0.2676
H -4.5327 -0.6679 -1.0053
H 0.5317 -4.9852 1.3840
H -1.6353 -6.1746 1.5792
H -3.7137 -4.9860 0.9232
*
```

Output
ΔE to the lowest compared entry with this formula, charge and spin = 0.0000 eV
Largest force on an atom = 0.0507 Eh/bohr
LUMO energy = -0.24137 Ha
Orbital gap = 7.387 eV

***

[4]
Entry from OMol25: a molecular structure, C18H13F10IN3Ru at a distorted geometry (ωB97M-V/def2-TZVPD).

Geometry as ORCA input:
```
! wB97M-V def2-TZVPD RIJCOSX def2/J DEFGRID3
* xyz 1 5
Ru 0.0436 0.4210 -0.0604
C -0.2158 0.5150 3.2315
N 0.0847 -0.5368 2.2655
C 1.3785 -1.1550 2.5500
C 2.4962 -0.3578 1.8634
N 2.1448 -0.3388 0.4800
C 3.0212 -0.2753 -0.5174
C 2.5153 -0.5764 -1.8120
F 1.1940 -0.9172 -1.8250
C 3.2679 -0.5574 -2.9642
F 2.7316 -0.8940 -4.1277
C 4.6127 -0.1633 -2.8783
F 5.3728 -0.1104 -3.9584
C 5.1519 0.1776 -1.6312
F 6.4131 0.5779 -1.5637
C 4.3928 0.1041 -0.4744
F 4.9450 0.4534 0.6895
C -0.9956 -1.5180 2.1508
C -2.2176 -0.9375 1.4431
N -1.8412 -0.3776 0.1715
C -2.8018 -0.0747 -0.7265
C -2.4199 0.2265 -2.0600
F -1.0871 0.2871 -2.3180
C -3.2999 0.4755 -3.0936
F -2.8306 0.7321 -4.3067
C -4.6729 0.4681 -2.8357
F -5.5441 0.6939 -3.8030
C -5.1063 0.2327 -1.5279
F -6.4047 0.2748 -1.2675
C -4.2063 -0.0270 -0.5025
F -4.7077 -0.1808 0.7294
H -0.2812 0.1104 4.2480
H -1.1682 0.9848 2.9943
H 0.5679 1.2720 3.2122
H 1.3985 -2.1588 2.1190
H 1.5608 -1.2355 3.6272
H 3.4641 -0.8372 2.0472
H 2.5436 0.6662 2.2584
H -1.2980 -1.8960 3.1387
H -0.6376 -2.3579 1.5449
H -2.6929 -0.1695 2.0641
H -2.9457 -1.7447 1.3041
I 1.2209 2.9264 -0.5287
C -0.7391 2.3452 0.1396
H -1.4726 2.6647 -0.6042
H -0.9347 2.7884 1.1144
*
```

Output
ΔE to the lowest compared entry with this formula, charge and spin = 0.0986 eV
Largest force on an atom = 0.0403 Eh/bohr
Expectation value of S² = 6.0865
LUMO energy (spin up / spin down) = -0.13619 / -0.21467 Ha
Orbital gap (spin up / spin down) = 7.266 / 5.258 eV

***

[5]
Entry from OMol25: a molecular structure, C18H13F9NO3ReSe3Te (ωB97M-V/def2-TZVPD).

Geometry as ORCA input:
```
! wB97M-V def2-TZVPD RIJCOSX def2/J DEFGRID3
* xyz 1 2
Re -1.1689 1.9909 0.5995
Se -1.1116 3.3382 -1.2874
Se -1.4079 2.0714 -3.3250
Te -3.1831 0.5296 -2.5233
Se -2.0079 -0.0120 -0.3320
F -3.1185 1.3491 4.1011
C -2.4863 2.5112 4.0419
F -1.1642 2.2555 4.0874
F -2.8157 3.2416 5.0977
C -2.8009 3.2397 2.7038
O -2.6926 2.2883 1.6882
C -4.2638 3.7770 2.6895
F -5.0981 2.8722 3.1872
F -4.6294 4.0501 1.4428
F -4.3492 4.8895 3.4193
C -1.8145 4.4208 2.4914
F -2.2211 5.2481 1.5451
F -0.6141 3.8899 2.0388
F -1.5444 5.0925 3.5857
C -0.5642 -3.7518 -0.7198
O 0.0549 -2.6279 -1.3413
C 0.9147 -2.8588 -2.3517
C 1.2816 -4.1135 -2.8255
C 2.1727 -4.2211 -3.8839
C 2.7107 -3.0974 -4.4904
C 2.3556 -1.8425 -4.0228
C 1.4785 -1.7296 -2.9574
N 1.0991 -0.4161 -2.5253
C 1.1398 0.1496 -1.3591
C 1.7136 -0.3073 -0.1313
C 2.6780 -1.3368 -0.0998
C 3.3260 -1.6675 1.0628
C 3.0245 -0.9764 2.2393
C 2.0884 0.0336 2.2428
C 1.4221 0.3797 1.0667
O 0.5306 1.3847 1.1684
H -1.2269 -3.3409 0.0359
H 0.1808 -4.3931 -0.2456
H -1.1435 -4.3257 -1.4446
H 0.8685 -5.0057 -2.3793
H 2.4422 -5.2064 -4.2400
H 3.3991 -3.1942 -5.3172
H 2.7641 -0.9470 -4.4739
H 0.6686 0.1730 -3.2387
H 0.7292 1.1518 -1.3753
H 2.9345 -1.8515 -1.0146
H 4.0725 -2.4488 1.0631
H 3.5316 -1.2316 3.1604
H 1.8450 0.5752 3.1463
*
```

Output
ΔE to the lowest compared entry with this formula, charge and spin = 0.0000 eV
Largest force on an atom = 0.0088 Eh/bohr
Expectation value of S² = 0.7591
LUMO energy (spin up / spin down) = -0.15067 / -0.15617 Ha
Orbital gap (spin up / spin down) = 6.436 / 6.493 eV

***

[6]
Entry from OMol25: a molecular structure, C18H13N3O2PdSe (ωB97M-V/def2-TZVPD).

Geometry as ORCA input:
```
! wB97M-V def2-TZVPD RIJCOSX def2/J DEFGRID3
* xyz 2 5
Pd -0.2937 -0.4531 -0.3724
C 2.7196 -1.4506 -1.2717
O 1.7737 -0.3649 -1.0688
C 2.0557 0.8728 -1.6170
C 3.1192 1.1126 -2.4612
C 3.3174 2.4080 -2.9273
C 2.4784 3.4554 -2.5544
C 1.4227 3.2216 -1.7009
C 1.1979 1.9239 -1.2340
N 0.1748 1.5866 -0.3431
N -0.4292 2.5122 0.2710
C -1.2197 2.2677 1.3325
C -1.2106 0.9877 2.0821
O -0.6499 -0.0561 1.6633
C -1.8285 0.9510 3.3742
C -2.4971 2.0243 3.8419
C -2.5969 3.2616 3.1070
C -3.2938 4.3376 3.6307
C -3.3648 5.5390 2.9255
C -2.7319 5.6673 1.6940
C -2.0264 4.6065 1.1599
C -1.9454 3.3820 1.8532
H 2.7441 -1.7201 -2.3253
H 2.3488 -2.2779 -0.6749
H 3.6971 -1.1389 -0.9115
H 3.7945 0.3254 -2.7604
H 4.1471 2.5991 -3.5942
H 2.6577 4.4500 -2.9359
H 0.7598 4.0174 -1.3954
H -1.7572 0.0231 3.9230
H -2.9922 1.9729 4.8044
H -3.7812 4.2486 4.5926
H -3.9115 6.3733 3.3428
H -2.7883 6.6003 1.1512
H -1.5373 4.7104 0.2026
Se -5.0624 -2.3226 -0.4002
C -3.3800 -1.5914 -0.5651
N -2.3361 -1.1138 -0.6857
*
```

Output
Largest force on an atom = 0.0130 Eh/bohr
Expectation value of S² = 6.1015
LUMO energy (spin up / spin down) = -0.27436 / -0.34065 Ha
Orbital gap (spin up / spin down) = 6.939 / 5.658 eV